Record 1
18
Properties=species:S:1:pos:R:3 method="wB97M-V/def2-TZVPD" charge=+1 relative_energy_kj_mol=304.10 gap_ha="0.3491 / 0.3491" total_energy_ev=-6860.40669
H -0.7465 0.2044 -1.7701
H 2.0184 1.6117 0.2003
H 0.2179 1.8139 0.5740
H 0.7710 1.7972 -1.1595
H -2.5734 1.1235 0.0910
C 0.0443 -0.4847 -1.3428
C 1.5774 -0.9066 0.4667
H -1.0249 -1.2528 1.0593
H -0.0517 -1.5637 -1.4889
C -1.4917 -0.6827 0.2215
H 2.7318 -0.7880 0.6660
H -1.5933 1.0803 1.3856
H 1.2701 -2.0184 0.1236
N -1.9999 0.4727 0.6694
C 0.9795 1.4620 -0.1674
C 0.9258 -0.0231 -0.4271
H -2.1067 -1.1847 -0.5461
H 1.0519 -0.6611 1.4444



Record 2
29
Properties=species:S:1:pos:R:3 method="wB97M-V/def2-TZVPD" charge=0 relative_energy_kj_mol=649.21 gap_ha=0.3367 total_energy_ev=-11692.55149 smiles=CC(C)(C)C.c1ccccc1
H 0.9248 2.4303 0.5973
H 0.6197 2.2701 -2.9368
H 2.8851 1.5243 -1.2509
H 1.0296 -1.3036 2.3805
C -1.4730 -2.0619 0.2467
C -0.1629 -2.0561 0.8458
H 0.7355 -1.0951 -0.8757
H 0.5257 -0.2163 0.6928
C 0.0645 -1.2782 1.9454
H 1.6145 0.4332 -2.9294
H -3.1393 -0.3780 2.5193
C 0.6470 1.0858 -2.5112
H -0.7650 -0.2035 -0.4538
C 0.2951 -0.2572 -0.3805
H -1.2933 -2.6651 -0.6757
H 2.3264 1.1683 0.5005
H 2.7107 -0.2150 -0.8676
C -1.0314 -0.7901 2.6471
C 2.2830 0.8544 -0.6290
H 0.6257 -2.3212 0.1740
H -0.9608 -0.3374 3.6128
C 0.8297 1.0258 -1.0498
C -2.3392 -0.8602 2.0789
H 0.2677 3.1055 -1.2775
C -2.5202 -1.4241 0.8259
H -0.3558 0.5427 -2.9588
H -3.5122 -1.3483 0.2758
H -1.0530 2.2242 -0.1310
C 0.2216 2.1467 -0.4154



Record 3
17
Properties=species:S:1:pos:R:3 method="wB97M-V/def2-TZVPD" charge=0 relative_energy_kj_mol=139.52 gap_ha=0.3490 total_energy_ev=-8429.79433 smiles="C=C/C=C(/C)OC"
H 1.4095 0.2284 1.6872
H 0.3724 1.2316 -1.4355
H 3.1072 -0.4630 1.2381
H 1.1465 1.9573 -0.0141
O -0.7486 1.1191 0.2656
H -2.3750 -1.7178 -0.1682
C 1.5660 -0.8343 -0.1239
C 0.1932 1.8157 -0.5368
C 2.0729 -0.2830 0.9831
H -0.1166 -2.0838 -0.4838
C 0.1202 -1.0324 -0.3407
H -2.9250 -0.0761 -0.6133
H -0.2317 2.7884 -0.7940
C -0.8791 -0.2147 0.0008
C -2.3017 -0.6561 0.0768
H -2.6664 -0.4865 1.0934
H 2.2563 -1.2928 -0.8347